This record from the OMol25 dataset describes a structure of composition C7H17BiGeNOS. The level of theory is ωB97M-V/def2-TZVPD.

Geometry as XYZ:
```
29
Properties=species:S:1:pos:R:3:forces:R:3:lowdin_charge:R:1
Bi 1.152 1.846 -0.460 -0.1 0.0 0.3 1.362
N 0.142 -0.911 -3.320 0.0 0.0 0.0 0.018
C 0.827 0.090 -2.511 0.0 0.2 -0.1 -1.148
O 0.051 0.290 -1.352 0.0 0.0 -0.1 -0.523
C 2.203 -0.443 -2.053 0.1 0.0 0.0 -0.319
C 2.877 0.536 -1.085 0.0 0.0 0.0 -0.402
H -0.803 -0.556 -3.434 0.0 0.0 0.0 0.057
H 0.550 -0.880 -4.248 0.0 0.0 0.0 0.048
H 2.828 -0.627 -2.930 0.0 0.0 0.0 0.090
H 2.014 -1.402 -1.561 0.0 0.0 0.0 0.098
H 3.638 1.145 -1.568 0.0 0.0 0.0 0.021
H 3.293 0.048 -0.204 0.0 0.0 0.0 0.024
S 1.054 1.730 -3.346 0.0 -0.1 -0.1 0.261
C -2.293 1.276 0.794 -0.1 0.1 0.0 -0.247
Ge -1.061 0.034 1.680 0.1 0.0 -0.2 0.681
C -1.607 -0.020 3.573 0.0 0.0 0.1 -0.250
C -1.334 -1.739 0.905 0.0 -0.1 0.0 -0.227
C 0.792 0.569 1.481 0.1 0.1 -0.1 -0.526
H -3.328 0.977 0.979 0.0 0.0 0.0 0.008
H -2.113 1.264 -0.281 0.0 0.0 0.0 0.001
H -2.165 2.298 1.160 0.0 0.0 0.0 0.010
H -2.650 -0.325 3.674 0.0 0.0 0.0 0.003
H -1.494 0.968 4.024 0.0 0.0 0.0 0.004
H -0.984 -0.721 4.131 0.0 0.0 0.0 0.004
H -2.391 -2.013 0.911 0.0 0.0 0.0 0.009
H -0.776 -2.499 1.457 0.0 0.0 0.0 0.010
H -0.975 -1.709 -0.124 0.0 0.0 0.0 0.003
H 1.395 -0.332 1.348 0.0 0.0 0.0 -0.031
H 1.160 1.106 2.361 0.0 0.0 0.0 -0.041
```
Forces are in eV/Å.

Calculated values
maximum force = 0.3 eV Å⁻¹
total charge = -1
frontier orbital gap = 6.73 eV
energy = -3096.6527 hartree

This record from the OMol25 dataset describes a cluster of 4 separate species, C31H46ClF6INO10PS in total in a non-equilibrium geometry. The level of theory is ωB97M-V/def2-TZVPD.

Geometry as XYZ:
```
98
Properties=species:S:1:pos:R:3:forces:R:3:lowdin_charge:R:1
C 6.446 -0.749 2.519 -0.1 0.0 0.3 -0.033
C 5.198 -0.051 2.044 0.0 0.2 -0.1 -0.214
C 5.208 1.348 2.000 -0.2 0.0 -0.1 -0.045
C 4.102 2.079 1.590 -0.1 -0.3 0.0 -0.080
C 2.940 1.407 1.222 0.3 -0.1 0.1 -0.074
C 2.922 0.022 1.262 0.0 0.2 -0.1 -0.052
C 4.035 -0.724 1.659 0.0 0.2 0.0 -0.175
C 3.910 -2.231 1.651 -0.2 0.3 0.1 -0.118
C 3.552 -2.773 0.264 -0.5 0.0 -0.1 -0.376
N 2.204 -3.376 0.155 0.5 0.4 -0.6 0.122
C 2.201 -4.257 -0.947 0.3 0.3 0.4 -0.511
O 1.269 -4.895 -1.316 -0.3 0.0 -0.3 0.137
C 3.615 -4.225 -1.602 0.2 -0.8 -0.3 -0.339
C 3.691 -3.081 -2.693 0.2 0.4 0.8 -0.113
C 2.378 -2.392 -2.996 -0.2 -0.3 -0.3 -0.759
O 1.521 -2.803 -3.691 0.0 0.0 0.0 0.109
Cl 2.203 -0.787 -2.233 0.0 0.2 0.1 0.733
P 3.837 -5.845 -2.524 -0.5 -0.7 0.5 0.190
O 2.815 -5.543 -3.718 0.1 0.3 -0.2 -0.178
O 5.265 -5.790 -3.249 0.1 0.3 0.2 -0.187
S 3.528 -7.493 -1.618 0.2 0.2 -0.1 0.316
C 4.467 -3.871 -0.333 -0.3 0.5 0.2 -0.580
I 4.536 -5.432 1.163 0.2 -0.1 -0.2 1.142
C 5.837 -3.217 -0.510 0.0 -0.4 -0.3 -0.269
O 5.928 -2.023 -0.622 0.0 0.2 -0.1 0.172
C 7.180 -3.987 -0.533 0.0 0.3 0.4 -0.409
F 7.096 -5.127 -1.225 0.0 -0.1 -0.2 0.140
F 7.531 -4.293 0.738 0.0 0.1 0.0 0.101
C 8.351 -3.100 -1.076 -0.1 -0.4 -0.3 -0.354
F 8.629 -2.134 -0.199 0.0 0.0 0.2 0.170
F 9.421 -3.916 -1.148 0.0 0.0 -0.1 0.162
C 8.099 -2.492 -2.497 -0.1 0.2 0.3 -0.331
F 7.171 -3.257 -3.137 0.0 -0.1 0.0 0.123
F 9.232 -2.548 -3.217 0.0 -0.1 0.0 0.165
C 7.667 -1.005 -2.506 -0.5 -0.2 0.1 -0.434
O 8.293 -0.160 -1.965 0.4 0.3 -0.1 0.197
O 6.558 -0.813 -3.248 0.4 -0.2 -0.5 0.131
H 6.410 -0.868 3.604 0.0 -0.1 0.0 0.092
H 6.585 -1.741 2.097 0.1 0.0 -0.1 0.054
H 7.325 -0.148 2.298 0.1 0.0 -0.1 0.082
H 6.115 1.870 2.280 0.0 0.0 0.0 0.109
H 4.137 3.159 1.549 0.1 0.0 0.0 0.100
H 2.061 1.950 0.902 0.0 0.0 0.0 0.103
H 2.009 -0.481 0.958 0.0 -0.1 0.1 0.093
H 3.096 -2.490 2.329 0.1 -0.2 0.1 0.130
H 4.812 -2.693 2.039 0.0 -0.1 0.0 0.063
H 3.562 -1.921 -0.412 0.3 0.0 -0.1 0.080
H 1.523 -2.645 -0.032 -0.4 -0.2 0.5 0.121
H 4.377 -2.318 -2.339 0.1 0.1 -0.1 0.084
H 4.055 -3.465 -3.641 -0.1 -0.1 -0.1 0.118
H 3.041 -6.071 -4.495 -0.2 -0.1 0.0 0.099
H 5.604 -4.893 -3.345 0.3 0.1 -0.2 0.044
H 6.661 0.038 -3.700 -0.3 0.2 0.4 0.146
C -2.539 0.929 3.348 0.0 -0.1 0.0 -0.067
C -1.930 1.005 1.959 -0.1 0.1 0.0 -0.274
O -0.826 0.136 1.764 0.2 0.0 -0.1 -0.172
C -1.081 -1.247 1.925 0.0 0.0 0.0 -0.282
C -2.126 -1.805 0.973 0.0 0.1 0.0 -0.073
H -1.785 1.147 4.106 0.0 0.0 0.0 0.084
H -3.346 1.657 3.434 0.0 0.0 0.0 0.063
H -2.953 -0.058 3.563 -0.1 0.0 0.0 0.068
H -1.541 2.009 1.792 0.0 0.0 0.0 0.116
H -2.694 0.833 1.192 0.0 0.0 0.0 0.108
H -1.349 -1.471 2.963 0.0 0.0 0.0 0.110
H -0.122 -1.735 1.739 0.0 0.0 0.0 0.098
H -3.106 -1.355 1.132 0.0 0.0 0.0 0.067
H -2.225 -2.881 1.121 0.0 0.0 0.0 0.079
H -1.836 -1.623 -0.063 0.0 0.0 0.0 0.081
C -6.310 3.271 1.812 0.1 0.0 -0.1 -0.072
C -5.190 4.131 2.370 -0.1 0.0 0.0 -0.282
O -3.979 4.047 1.639 0.1 -0.1 0.1 -0.172
C -4.042 4.435 0.279 0.0 0.0 -0.1 -0.282
C -4.481 5.873 0.060 0.0 0.0 0.1 -0.078
H -6.003 2.225 1.766 0.0 0.0 0.0 0.080
H -7.193 3.348 2.448 0.0 0.0 0.0 0.078
H -6.606 3.577 0.808 -0.1 0.0 0.0 0.058
H -4.935 3.797 3.377 0.0 0.0 0.0 0.112
H -5.515 5.174 2.457 0.0 0.0 0.0 0.108
H -4.683 3.750 -0.288 0.0 0.0 0.0 0.108
H -3.027 4.301 -0.097 0.0 0.0 0.0 0.117
H -5.498 6.049 0.412 0.0 0.0 0.0 0.065
H -4.453 6.111 -1.004 0.0 0.0 0.0 0.076
H -3.818 6.559 0.588 0.0 0.0 0.0 0.081
C -11.607 2.836 -0.306 0.1 0.0 -0.1 -0.079
C -10.471 3.679 0.248 -0.1 0.0 0.1 -0.283
O -9.268 3.589 -0.493 0.1 0.0 0.0 -0.171
C -9.334 3.994 -1.848 0.0 0.0 -0.1 -0.281
C -9.755 5.440 -2.046 0.0 0.0 0.1 -0.079
H -11.312 1.788 -0.365 0.0 0.0 0.0 0.082
H -12.479 2.917 0.344 0.0 0.0 0.0 0.077
H -11.908 3.157 -1.304 0.0 0.0 0.0 0.066
H -10.211 3.330 1.248 0.0 0.0 0.0 0.116
H -10.784 4.724 0.349 0.0 0.0 0.0 0.108
H -9.987 3.324 -2.418 0.0 0.0 0.0 0.107
H -8.324 3.851 -2.233 0.0 0.0 0.0 0.117
H -10.766 5.628 -1.685 0.0 0.0 0.0 0.066
H -9.730 5.691 -3.107 0.0 0.0 0.0 0.077
H -9.078 6.111 -1.514 0.0 0.0 0.0 0.079
```
Forces are in eV/Å.

Calculated values
maximum force = 1.0 eV Å⁻¹
frontier orbital gap = 7.89 eV
energy = -4112.6535 hartree

This record from the OMol25 dataset describes the molecule C18H25NO3. The level of theory is ωB97M-V/def2-TZVPD.

Geometry as XYZ:
```
47
Properties=species:S:1:pos:R:3:forces:R:3:lowdin_charge:R:1
C -1.519 -1.765 -2.482 -0.1 -0.3 -0.1 -0.074
O -0.927 -0.530 -2.155 0.1 0.5 0.2 -0.116
C -1.502 0.245 -1.184 -0.1 0.2 0.1 -0.231
C -2.537 -0.186 -0.362 0.1 -0.3 -0.3 -0.007
C -3.046 0.642 0.620 0.1 0.3 0.1 -0.019
C -2.538 1.925 0.795 0.3 -0.2 -0.4 -0.153
C -3.040 2.875 1.818 -0.3 0.0 0.3 -0.407
C -4.077 2.357 2.786 0.1 0.3 0.1 -0.018
O -2.637 4.015 1.874 0.0 0.0 0.0 0.088
C -1.507 2.352 -0.045 -0.1 -0.2 0.0 0.051
C -0.980 1.541 -1.030 -0.2 -0.2 -0.1 -0.138
C 0.147 2.026 -1.895 0.3 0.1 0.1 -0.030
C 1.483 1.773 -1.186 -0.5 0.1 -0.5 -0.478
O 2.204 2.665 -0.798 0.2 0.3 0.2 0.077
N 1.762 0.464 -1.046 0.2 -0.5 0.0 0.121
C 2.894 -0.009 -0.281 0.5 0.1 0.2 -0.300
C 2.593 -0.047 1.228 -0.1 0.1 -0.1 -0.139
C 1.200 -0.539 1.625 0.1 0.0 -0.1 -0.178
C 0.727 -1.851 0.986 0.1 0.0 0.2 -0.192
C 1.832 -2.824 0.571 -0.3 0.0 -0.2 -0.194
C 2.427 -2.509 -0.802 0.3 0.0 0.2 -0.197
C 3.413 -1.342 -0.825 -0.2 0.1 -0.1 -0.149
H -1.448 -2.480 -1.655 0.0 0.1 0.0 0.092
H -2.567 -1.643 -2.769 0.0 0.0 0.0 0.101
H -0.954 -2.145 -3.333 -0.1 0.0 0.1 0.099
H -2.952 -1.176 -0.476 0.0 -0.1 0.0 0.107
H -3.847 0.272 1.241 -0.1 0.0 0.1 0.108
H -4.312 3.136 3.507 0.0 0.0 0.0 0.084
H -3.702 1.480 3.310 0.0 -0.1 0.0 0.086
H -4.983 2.084 2.249 -0.1 -0.1 0.0 0.086
H -1.118 3.350 0.093 0.0 0.1 0.0 0.136
H 0.144 1.500 -2.850 0.0 0.1 0.0 0.124
H 0.059 3.099 -2.062 0.1 -0.1 0.0 0.129
H 1.084 -0.213 -1.354 -0.1 0.1 -0.1 0.108
H 3.686 0.737 -0.428 -0.1 -0.2 0.0 0.145
H 3.358 -0.658 1.710 0.1 0.0 0.1 0.109
H 2.694 0.968 1.616 0.1 0.0 0.0 0.115
H 0.470 0.240 1.394 0.0 0.0 0.1 0.099
H 1.206 -0.655 2.712 -0.1 0.1 0.0 0.110
H 0.066 -2.351 1.698 -0.1 0.0 -0.1 0.108
H 0.121 -1.629 0.106 -0.1 0.0 -0.1 0.077
H 2.619 -2.847 1.325 0.1 -0.1 0.1 0.114
H 1.399 -3.827 0.524 0.1 0.0 0.1 0.107
H 1.612 -2.323 -1.507 -0.1 -0.1 -0.1 0.099
H 2.960 -3.392 -1.162 -0.1 0.0 -0.1 0.109
H 4.296 -1.614 -0.244 0.0 0.0 0.0 0.117
H 3.736 -1.189 -1.858 0.1 0.0 0.0 0.116
```
Forces are in eV/Å.

Calculated values
maximum force = 0.7 eV Å⁻¹
relative energy (zero: lowest compared OMol25 entry of this formula, charge and spin) = 1.165 eV
frontier orbital gap = 9.33 eV
energy = -981.4002 hartree

This record from the OMol25 dataset describes a cluster of 2 separate species, C5H15NO in total in a non-equilibrium geometry. The level of theory is ωB97M-V/def2-TZVPD.

Geometry as XYZ:
```
22
Properties=species:S:1:pos:R:3:forces:R:3:lowdin_charge:R:1
C -1.185 -1.762 0.689 2.6 0.2 -1.5 -0.059
C -0.665 -0.250 1.089 1.0 -3.0 -2.0 -0.388
C -1.217 0.056 2.431 -2.6 2.3 3.8 -0.130
N 0.820 -0.071 1.223 -0.2 -0.6 -1.1 -0.256
C 1.633 0.156 0.013 -1.0 2.1 -0.6 -0.119
C 1.507 -1.077 1.945 3.1 -0.9 0.7 -0.195
H -0.431 -2.523 0.213 -1.2 2.0 -0.8 0.102
H -2.226 -1.876 0.350 0.6 0.2 0.1 0.073
H -0.999 -2.240 1.563 -0.8 -1.5 3.5 -0.010
H -1.036 0.276 0.172 0.4 0.8 1.5 0.139
H -2.325 -0.103 2.571 0.7 0.2 -1.0 0.073
H -0.974 -0.483 3.501 0.7 0.9 -3.2 0.137
H -1.113 1.198 2.598 0.1 -1.8 0.1 0.097
H 1.281 1.205 -0.354 1.3 -1.4 0.5 0.094
H 2.759 0.118 0.357 -2.3 0.1 -1.3 0.116
H 1.318 -0.480 -0.879 1.0 0.0 1.2 0.086
H 2.286 -0.693 2.689 -0.5 -0.1 -1.4 0.113
H 1.935 -1.981 1.401 0.4 1.5 -0.6 0.104
H 1.036 -1.732 2.562 -3.0 -1.0 2.3 0.024
O -0.789 2.831 -6.234 -0.1 -2.4 -0.3 -0.111
H -1.323 2.080 -6.646 1.0 1.6 0.8 0.065
H -0.055 2.332 -5.794 -0.9 0.8 -0.5 0.046
```
Forces are in eV/Å.

Calculated values
maximum force = 5.1 eV Å⁻¹
relative energy (zero: lowest compared OMol25 entry of this formula, charge and spin) = 3.985 eV
frontier orbital gap = 9.17 eV
energy = -329.3612 hartree

frontier orbital gap of number 4 (C5H15NO)?
9.17 eV

Among the records above, which one has the lowest energy?
C31H46ClF6INO10PS

Which of these has the lowest energy?
C31H46ClF6INO10PS

Look up the energy of the fourth one.
-329.3612 hartree